No. 1
A cluster of 9 separate species, C37H69NO18 in total at a distorted geometry. Source: the Open Molecules 2025 dataset; level of theory: ωB97M-V with the def2-TZVPD basis set.

The geometry in XYZ format:
```
125
C37H69NO18 ωB97M-V with the def2-TZVPD basis set
C -4.28209 -4.81200 1.93546
C -4.09438 -3.55473 1.09259
O -5.34186 -2.92844 0.99539
C -5.32249 -1.76633 0.29920
O -4.33174 -1.29096 -0.11207
O -6.60715 -1.40223 0.06778
C -6.65424 -0.11317 -0.58670
H -3.47187 -5.52808 1.82179
H -5.17580 -5.35556 1.62117
H -4.45065 -4.58469 2.98181
H -3.63923 -3.67837 0.07897
H -3.32639 -2.93463 1.61988
H -7.64098 -0.03476 -1.07972
H -5.85964 -0.07120 -1.29170
H -6.65972 0.65283 0.15922
C 2.88382 2.45880 4.67265
C 3.28170 0.97630 4.52015
O 2.82756 0.46941 3.25270
C 3.55400 -0.49436 2.79452
O 4.54110 -0.99778 3.28558
O 3.12208 -0.87211 1.57750
C 3.80313 -2.00384 1.06365
H 3.17856 2.86488 5.64901
H 1.81761 2.54637 4.54732
H 3.43540 3.04085 3.94567
H 2.73858 0.28545 5.22059
H 4.35803 0.84488 4.56694
H 4.77339 -1.72737 0.70695
H 3.20262 -2.25253 0.17800
H 3.82427 -2.84580 1.81342
C 0.16411 -4.01850 2.42377
C 1.21407 -4.75782 1.77507
O 2.30737 -4.93578 2.76107
C 3.51090 -5.40914 2.24210
C 4.56192 -5.45718 3.37245
O 3.59127 -5.80311 1.10092
H 0.57635 -3.06509 2.75997
H -0.32231 -4.44537 3.28448
H -0.70521 -3.87384 1.72185
H 0.89033 -5.81710 1.57503
H 1.50226 -4.35386 0.79676
H 4.79450 -4.44615 3.60351
H 5.45504 -6.07453 3.16141
H 4.03073 -5.78791 4.24626
C 1.65392 3.05982 0.81835
C 0.64577 2.28635 1.63315
O -0.22561 1.62177 0.60193
C -1.33034 2.29288 0.36064
C -2.22271 1.53694 -0.57973
O -1.60454 3.34042 0.82351
H 2.21252 2.38657 0.18246
H 2.38865 3.57848 1.51121
H 1.11161 3.78158 0.17206
H 1.03981 1.37528 2.11547
H 0.13514 2.92257 2.38156
H -2.80465 0.79752 0.00306
H -1.69081 0.93643 -1.31063
H -2.96328 2.11585 -1.05574
C -5.48161 -1.80187 -8.68791
C -5.23823 -2.37018 -7.33600
O -3.90257 -2.26760 -6.97202
C -3.44093 -1.09351 -6.46937
C -1.98465 -1.05751 -6.19276
O -4.15076 -0.12564 -6.26758
H -4.80506 -2.27725 -9.45982
H -5.27748 -0.75899 -8.65392
H -6.50186 -1.89044 -9.08526
H -5.84016 -1.82611 -6.57652
H -5.52956 -3.42651 -7.38341
H -1.46854 -2.01579 -6.31893
H -1.70052 -0.84822 -5.18788
H -1.51322 -0.26091 -6.80930
C -1.42707 3.52349 -4.01366
C -0.47406 4.12206 -2.98571
O -0.71721 5.57893 -2.88474
C 0.07602 6.20426 -2.04914
C -0.37056 7.66975 -2.02525
O 0.93418 5.65470 -1.38300
H -2.44089 3.70573 -3.74247
H -1.19131 2.48911 -3.88175
H -1.10677 3.98933 -5.00522
H -0.56251 3.77656 -1.98568
H 0.60664 4.00147 -3.29794
H -1.16254 7.90617 -1.28992
H -0.70365 8.02985 -3.02176
H 0.46124 8.34755 -1.77974
C -4.02129 2.88261 3.66081
C -2.86592 2.20607 4.41395
O -2.50251 0.92501 3.74411
C -1.29270 0.46730 3.93650
C -1.06405 -0.71663 3.02717
O -0.40590 0.98159 4.61950
H -4.15636 3.86043 4.10284
H -4.92529 2.28070 3.64169
H -3.65084 3.11232 2.67575
H -1.97316 2.79007 4.38150
H -3.20526 2.04184 5.47568
H 0.01890 -0.69432 3.00627
H -1.39396 -0.51595 2.01094
H -1.38897 -1.63709 3.43361
C 6.06780 2.77815 -0.26115
C 5.91585 1.80046 0.86221
O 7.08990 0.93980 0.94094
C 7.07641 -0.25513 0.27783
C 8.35849 -1.00092 0.61498
O 6.17090 -0.61078 -0.42012
H 6.98821 3.32367 -0.38683
H 5.26708 3.45696 -0.48707
H 5.90922 2.13932 -1.19852
H 6.00383 2.37806 1.78107
H 5.03767 1.13593 0.86787
H 9.14362 -0.54771 -0.02162
H 8.20515 -1.99037 0.39192
H 8.66347 -0.69968 1.57823
C 0.25022 -1.53961 -0.37630
C 0.96151 -0.52040 -0.97163
C 0.53468 -0.07346 -2.18052
N -0.56382 -0.47433 -2.82281
C -1.15636 -1.57627 -2.27927
C -0.84031 -2.08499 -1.04755
H 0.55961 -1.93719 0.55908
H 1.88277 -0.10160 -0.51552
H 1.10860 0.71490 -2.63595
H -2.01338 -1.88378 -2.85480
H -1.28061 -3.01129 -0.67780
```

LUMO energy   0.524 eV
Molar mass   815.9 u
DFT total energy   -2860.3087 Eh

---

No. 2
A cluster of 5 separate species, C37H71BN3O13 in total at a distorted geometry. Source: the Open Molecules 2025 dataset; level of theory: ωB97M-V with the def2-TZVPD basis set.

The geometry in XYZ format:
```
125
C37H71BN3O13 ωB97M-V with the def2-TZVPD basis set
C 5.78196 -1.65198 -3.15096
C 5.41161 -0.17832 -3.05285
C 4.15988 0.24400 -3.83985
C 2.90101 0.47991 -3.00716
C 2.39032 -0.64530 -2.11134
O 2.79445 -1.93715 -2.55472
C 2.43132 -2.36052 -3.84154
C 1.74811 -3.72800 -3.79898
N 0.86666 -3.83620 -2.66084
C -0.14455 -4.86107 -2.77273
C -1.33427 -4.35253 -3.56989
C -2.24802 -3.51332 -2.71353
O -2.09365 -5.42469 -4.14060
O 2.90104 -0.48086 -0.83154
B 2.03280 -1.25854 0.09533
O 2.54787 -2.56740 0.53882
C 3.92272 -2.77325 0.48182
C 4.71540 -1.87901 1.42557
C 1.65949 -0.37043 1.44131
C 2.30165 0.84578 1.76282
C 1.94665 1.58527 2.90109
C 0.91960 1.07730 3.70816
C 0.31486 -0.13194 3.31555
N 0.66591 -0.83917 2.24054
O 0.79041 -1.47121 -0.70779
C 0.87707 -0.60735 -1.78602
C 0.44803 0.81593 -1.42638
C -0.92948 0.85855 -0.78792
C -1.57283 2.23566 -0.87073
N -3.01121 2.15966 -0.57914
H 5.59502 -2.03131 -4.15304
H 6.84274 -1.78851 -2.94850
H 5.23704 -2.26295 -2.44283
H 5.34488 0.13574 -2.01488
H 6.25540 0.36510 -3.48140
H 3.98060 -0.49598 -4.61366
H 4.37467 1.18217 -4.34849
H 3.07881 1.33332 -2.36128
H 2.10202 0.77137 -3.69194
H 3.33457 -2.46852 -4.44641
H 1.79478 -1.64777 -4.36663
H 2.49825 -4.52638 -3.85929
H 1.13805 -3.83703 -4.69595
H 1.40188 -3.93941 -1.81125
H -0.48692 -5.08571 -1.76494
H 0.22672 -5.80714 -3.20721
H -0.97498 -3.71491 -4.37990
H -3.08919 -3.18574 -3.31754
H -1.70726 -2.66247 -2.31786
H -2.64223 -4.10748 -1.89188
H -1.56402 -6.22225 -4.10073
H 4.10723 -3.81077 0.77512
H 4.31160 -2.67684 -0.53350
H 5.67986 -2.31724 1.67323
H 4.87453 -0.89275 0.99606
H 4.14286 -1.74295 2.33987
H 3.07872 1.20471 1.10153
H 2.43599 2.51607 3.14999
H 0.57812 1.59538 4.59297
H -0.49414 -0.52853 3.91472
H 0.21552 -0.91108 -2.60377
H 1.16991 1.28360 -0.76136
H 0.42737 1.41578 -2.33980
H -0.87678 0.55168 0.25162
H -1.59280 0.17714 -1.32239
H -1.11931 2.91506 -0.15394
H -1.39081 2.61792 -1.87817
H -3.53561 1.95659 -1.41769
H -3.35522 3.03466 -0.21285
O 4.48166 5.04853 5.01461
C 4.27279 4.33279 5.95566
O 3.20420 3.52063 5.91015
C 2.93712 2.51198 6.88913
C 2.21170 3.06769 8.09708
C 5.11475 4.39191 7.20807
H 3.85658 1.99139 7.16012
H 2.30932 1.79211 6.36777
H 2.81220 3.80666 8.62793
H 1.96498 2.26286 8.78980
H 1.28843 3.55619 7.78619
H 4.74442 5.21072 7.82567
H 6.13773 4.61003 6.91383
H 5.11315 3.47625 7.79337
O 2.04295 7.93204 7.68631
C 1.72012 7.99137 6.53054
O 0.61103 8.69926 6.22131
C 0.22382 8.95961 4.86972
C -0.57308 7.82080 4.26838
C 2.46509 7.25093 5.44837
H 1.09470 9.21306 4.26428
H -0.39084 9.85631 4.93210
H 0.01537 6.90598 4.20722
H -0.90570 8.08035 3.26322
H -1.44822 7.61212 4.88345
H 2.10678 6.22325 5.41648
H 3.51790 7.23918 5.70642
H 2.37041 7.68276 4.45606
O -5.45224 -2.27745 -1.60929
C -5.45088 -2.73735 -0.50173
O -6.04138 -3.94234 -0.31355
C -5.93176 -4.65536 0.91731
C -6.96424 -4.21324 1.93418
C -4.86446 -1.99255 0.67326
H -4.91676 -4.58889 1.30992
H -6.09794 -5.69661 0.64487
H -6.82805 -3.16903 2.21385
H -6.89328 -4.82229 2.83602
H -7.96670 -4.31814 1.51867
H -5.61458 -1.29498 1.04466
H -4.01314 -1.42060 0.31436
H -4.53266 -2.62724 1.49124
O -5.07909 -0.83700 -8.51527
C -5.65160 -1.60387 -7.79073
O -6.04227 -1.17665 -6.57757
C -6.89177 -1.95259 -5.72164
C -6.13583 -2.97353 -4.90146
C -5.88438 -3.04604 -8.18531
H -7.69450 -2.40800 -6.30558
H -7.35609 -1.21728 -5.06714
H -5.64875 -3.71783 -5.53253
H -6.81332 -3.48845 -4.22123
H -5.36341 -2.49164 -4.30535
H -4.98330 -3.61200 -7.95260
H -6.04844 -3.07571 -9.25923
H -6.73124 -3.51653 -7.69389
```

LUMO energy   2.115 eV
Molar mass   776.8 u
Net charge   -1
DFT total energy   -2619.8229 Eh

---

No. 3
A cluster of 11 separate species, C37H72BF4N3O35P3 in total at a distorted geometry. Source: the Open Molecules 2025 dataset; level of theory: ωB97M-V with the def2-TZVPD basis set.

The geometry in XYZ format:
```
155
C37H72BF4N3O35P3 ωB97M-V with the def2-TZVPD basis set
O 12.82892 -16.98507 -3.20018
C 12.40533 -17.73654 -2.36727
O 12.63302 -19.04106 -2.36720
B 11.86019 -19.61823 -1.21950
O 11.32320 -18.47292 -0.47036
C 11.61707 -17.35714 -1.11880
O 11.24352 -16.25349 -0.84736
O 12.64076 -20.53939 -0.38534
C 11.89340 -21.59530 -0.04933
O 12.23955 -22.42392 0.74143
C 10.61598 -21.56991 -0.92738
O 10.68698 -20.45562 -1.60180
O 9.74484 -22.39860 -0.90939
C 18.11182 -25.18256 4.97767
C 16.82436 -25.64172 4.34052
C 16.09743 -24.49217 3.66687
O 14.81979 -24.98425 3.27207
C 14.03006 -23.96134 2.71824
N 17.10116 -26.83007 3.44819
H 18.68578 -25.98998 5.42761
H 17.90030 -24.47408 5.78713
H 18.64859 -24.54511 4.27146
H 16.16950 -26.18711 5.02951
H 16.62469 -24.04926 2.81495
H 15.89644 -23.69056 4.38826
H 13.19076 -24.40936 2.18426
H 14.52637 -23.49218 1.85762
H 13.66124 -23.18434 3.38946
H 17.61229 -27.48721 4.01994
H 16.16970 -27.15823 3.21891
C 16.53704 -16.79892 -3.87984
C 16.04555 -15.33654 -3.85205
C 15.43329 -14.90312 -5.14966
O 14.54367 -13.78200 -5.02199
C 14.65057 -12.74108 -5.96259
N 15.04837 -15.21238 -2.78147
H 17.45041 -16.87635 -3.28630
H 16.77542 -17.14046 -4.88686
H 15.83454 -17.43410 -3.34169
H 16.89426 -14.68961 -3.60859
H 14.75764 -15.64154 -5.60075
H 16.18117 -14.82028 -5.95076
H 15.62503 -12.25370 -5.88382
H 13.89967 -12.01672 -5.62590
H 14.32296 -13.00489 -6.97401
H 14.70131 -14.26674 -2.86250
H 14.31541 -15.90646 -2.86125
C 6.58986 -20.45447 -1.21264
C 7.04326 -19.83326 -2.52000
C 7.80751 -18.51185 -2.40515
O 8.23166 -18.07689 -3.68369
C 8.16480 -16.70424 -3.88516
N 7.91427 -20.83284 -3.18262
H 5.93120 -21.30870 -1.33647
H 6.13057 -19.68316 -0.58267
H 7.45388 -20.73853 -0.60659
H 6.26364 -19.57949 -3.24316
H 8.67757 -18.57938 -1.74397
H 7.16010 -17.75153 -1.94744
H 7.19006 -16.28504 -3.60258
H 8.53285 -16.48298 -4.88467
H 8.84476 -16.13244 -3.22601
H 8.64588 -21.25304 -2.62295
H 8.46485 -20.28852 -3.84641
C 4.84823 -16.65139 2.97462
O 5.71700 -17.45807 2.18990
P 6.82681 -18.30651 3.01326
O 7.76872 -17.49618 3.81432
O 6.01099 -19.43181 3.82882
C 5.24520 -20.39427 3.08531
O 7.59509 -19.14902 1.86680
C 8.84265 -18.72172 1.35149
H 4.74794 -15.60981 2.65421
H 5.19183 -16.62026 4.00871
H 3.81060 -16.97736 2.86654
H 5.68106 -20.50961 2.09166
H 4.24809 -19.96147 2.95701
H 5.19713 -21.33157 3.63083
H 8.60873 -18.12749 0.46425
H 9.54433 -19.54062 1.21072
H 9.42398 -18.01867 1.95330
C 15.78339 -16.13768 -9.82209
O 15.26959 -16.50792 -8.52919
P 14.63075 -17.95335 -8.35315
O 13.50170 -18.17654 -9.26661
O 15.87088 -18.98995 -8.29428
C 15.90128 -20.06525 -9.28340
O 14.15621 -17.80328 -6.85311
C 13.81236 -18.94449 -6.04778
H 16.84213 -15.91054 -9.76246
H 15.16181 -15.30746 -10.15559
H 15.55337 -16.93560 -10.53249
H 15.03469 -20.00660 -9.94499
H 15.97843 -20.98237 -8.71389
H 16.70621 -19.77250 -9.95913
H 14.30375 -19.85960 -6.37271
H 12.72639 -19.02570 -6.09195
H 14.09248 -18.69971 -5.02569
C 10.02969 -15.13800 1.80997
O 10.70353 -14.09252 2.50594
P 10.37703 -12.56242 2.25782
O 11.16264 -11.60322 3.05030
O 10.54879 -12.41693 0.66608
C 10.41814 -11.13778 0.02939
O 8.79143 -12.54503 2.43625
C 8.08370 -12.88725 3.61286
H 9.26688 -15.58515 2.44579
H 10.66516 -15.90060 1.37069
H 9.53571 -14.70138 0.93688
H 11.14814 -11.11742 -0.77931
H 10.46479 -10.27782 0.69165
H 9.45822 -11.22686 -0.49034
H 7.19973 -13.45630 3.33121
H 7.76899 -11.97395 4.12002
H 8.65454 -13.47258 4.33482
C 9.63528 -24.07357 -4.03180
C 9.34737 -25.59630 -3.97633
O 10.65779 -26.08654 -4.15710
C 11.44008 -25.20685 -4.78764
O 12.39429 -25.46731 -5.44956
O 10.90092 -23.95487 -4.66947
F 8.58267 -26.07656 -4.99940
H 9.76428 -23.72614 -3.00221
H 8.97061 -23.40167 -4.57184
H 8.88388 -25.94337 -3.05588
C 11.44452 -14.19657 -4.08992
C 11.20900 -13.86797 -5.57762
O 10.69235 -12.54069 -5.58641
C 10.32405 -12.18149 -4.33382
O 9.65800 -11.26541 -3.97067
O 10.83908 -13.06551 -3.45968
F 10.34477 -14.76377 -6.11067
H 12.50596 -14.14113 -3.86259
H 10.98705 -15.11967 -3.75359
H 12.13703 -13.75134 -6.13054
C 9.06104 -24.51897 1.47428
C 8.56332 -23.34401 2.31828
O 9.38805 -23.49259 3.45899
C 9.84404 -24.77526 3.54434
O 10.49573 -25.22021 4.43785
O 9.58236 -25.43047 2.41925
F 7.27236 -23.43592 2.76300
H 9.88787 -24.06799 0.91657
H 8.39621 -25.04039 0.79198
H 8.71354 -22.41852 1.76484
C 15.94263 -20.75067 -0.85505
C 16.99377 -20.20065 0.10373
O 17.96188 -19.72752 -0.82750
C 17.61956 -19.96896 -2.10028
O 18.37159 -19.79556 -3.00215
O 16.35869 -20.49321 -2.16185
F 17.57390 -21.16126 0.86850
H 15.01562 -20.20019 -0.65123
H 15.56697 -21.75044 -0.61805
H 16.52737 -19.45333 0.74496
```

LUMO energy   1.722 eV
Molar mass   1298.7 u
Net charge   -1
DFT total energy   -5699.6645 Eh